Molecular formula: C4H7N3S
Method: DFT, wB97M-V/def2-TZVPD

Values from the calculation:
Gap between HOMO and LUMO (Ha): 0.2922
HOMO energy (eV): -8.4
Strongest force on any atom (eV/A): 13.9
ΔE to the lowest compared entry with this formula, charge and spin (kcal/mol): 271.9
LUMO level (eV): -0.439

Last column: natural (NBO) charge in e.
Atoms and positions in Å:
C  -1.8964  0.5602  0.0141  -0.44
C  0.4298  0.0073  -0.5833  0.28
C  0.9135  1.3050  -0.6074  -0.12
C  1.5054  2.4137  0.0090  -0.19
H  -1.8573  0.8811  1.1839  0.20
H  -1.9940  1.6172  -0.7444  0.21
H  -2.8661  -0.3542  -0.3351  0.26
H  -0.7194  -1.8863  0.8702  0.36
H  -0.7051  -2.3383  -0.6400  0.37
H  3.2746  -2.0114  0.9821  0.14
H  2.0436  3.4347  0.8869  0.35
N  -0.9347  -0.2869  -0.5225  -0.31
N  -1.2826  -1.6160  0.0686  -0.65
N  1.1901  -0.9743  -0.4098  -0.61
S  2.8984  -0.7517  -0.1724  0.16